Entry 1:
16
Properties=species:S:1:pos:R:3:forces:R:3 method="wB97M-V/def2-TZVPD" lumo_energy_ev=0.95 charge=0 orbital_gap_ev=9.55
C -1.517 1.124 -0.549 0.0 0.0 0.0
C -0.066 1.574 -0.471 0.0 0.2 0.1
H 1.388 -0.118 1.966 -0.1 0.0 -0.1
H 0.264 -1.498 2.048 0.1 0.1 -0.1
H 0.126 2.307 -1.262 -0.1 -0.1 0.1
O -2.329 1.321 0.317 0.1 0.0 -0.2
H 1.013 0.258 -1.635 0.0 0.0 0.1
C 0.568 -0.718 0.069 0.0 -0.1 0.1
H -0.357 0.140 1.820 0.1 -0.1 0.0
C 0.462 -0.540 1.560 0.0 0.0 0.0
H -1.773 0.545 -1.464 0.0 0.0 0.1
H 0.305 -2.812 0.031 0.0 0.1 0.0
H 0.459 -1.985 -1.622 0.1 0.0 0.2
C 0.435 -1.898 -0.537 0.0 -0.1 -0.1
N 0.861 0.464 -0.655 -0.1 -0.2 -0.2
H 0.091 2.071 0.490 0.0 -0.1 -0.1



Entry 2:
16
Properties=species:S:1:pos:R:3:forces:R:3 method="wB97M-V/def2-TZVPD" lumo_energy_ev=0.94 charge=0 orbital_gap_ev=10.28
H -0.703 1.865 -0.004 0.1 -0.1 0.1
N -1.621 -0.194 -1.180 0.0 0.0 0.0
H -2.368 -0.865 -1.332 0.1 0.0 0.2
H -1.237 -1.840 1.195 0.1 0.2 -0.2
H -0.369 1.104 1.560 -0.1 -0.1 -0.2
H 1.566 2.170 -0.367 0.0 -0.1 0.1
C -0.502 -0.253 -0.134 0.1 0.0 0.1
H 1.941 1.451 1.202 -0.1 0.0 -0.2
O 0.309 -0.782 -2.528 -0.2 0.2 0.3
H 1.820 0.428 -0.249 0.0 0.3 0.2
C -0.296 -1.467 0.770 0.0 -0.1 0.0
C 1.389 1.297 0.268 0.1 0.1 0.0
C -0.352 -0.437 -1.585 0.2 -0.4 -0.1
H 0.194 -2.294 0.249 -0.1 0.1 0.0
H 0.342 -1.184 1.616 -0.1 -0.1 -0.2
C -0.127 1.079 0.489 0.1 0.1 -0.1



Entry 3:
16
Properties=species:S:1:pos:R:3:forces:R:3 method="wB97M-V/def2-TZVPD" lumo_energy_ev="0.51 / 0.46" charge=0 orbital_gap_ev="7.49 / 7.90"
C -0.009 -0.231 -0.611 1.5 0.6 1.6
H -0.978 0.128 2.019 0.1 0.1 0.0
C 1.159 -0.567 0.497 -0.1 -0.7 -0.1
H 0.828 -1.378 1.134 0.1 0.1 0.1
N -1.183 -0.809 -0.279 -0.8 -0.5 -0.5
H -1.168 1.774 1.394 0.1 -0.1 0.0
H 0.109 -0.453 -2.754 0.1 0.1 0.1
H 1.071 1.556 0.185 0.0 -0.1 0.1
C 0.531 0.709 0.599 -0.5 0.3 -0.4
H 0.127 1.419 2.561 -0.1 0.0 -0.1
H 2.142 -0.670 0.055 -0.1 0.0 0.1
H -2.590 -1.603 -1.210 0.1 0.0 -0.1
C 0.581 -0.061 -1.865 0.1 0.2 -1.3
C -0.438 1.024 1.709 0.1 0.1 0.1
H 1.557 0.402 -1.944 -0.2 -0.1 0.0
O -1.740 -1.240 -1.490 -0.3 -0.1 0.4



Number 1: electronic energy -8867.4540 eV. Number 2: electronic energy -8867.0967 eV. Number 3: electronic energy -8863.4104 eV.